--- A ---
Molecular formula: C5H10N5O2
Method: DFT, wB97M-V/def2-TZVPD

XYZ file:
```
22
C5H10N5O2 wB97M-V/def2-TZVPD
N -0.475 -2.228 0.357
N -0.515 -1.057 -0.395
C 0.490 -1.057 -1.510
C 0.637 -0.156 -0.258
N 1.504 -0.540 0.831
C 2.683 -0.103 0.871
O 3.399 0.666 0.113
C 0.253 1.266 -0.491
O 0.955 2.095 -0.969
N -1.050 1.510 -0.116
C -1.792 0.895 0.794
N -3.065 1.106 0.817
H 0.463 -2.502 0.563
H -1.037 -2.943 -0.106
H 0.094 -0.554 -2.506
H 1.048 -1.888 -1.502
H 3.500 -0.497 1.612
H 3.004 1.252 -0.534
H -1.540 2.244 -0.662
H -1.306 0.314 1.473
H -3.693 0.594 1.492
H -3.556 1.582 0.126
```

Values from the calculation:
net charge = +1

--- B ---
Molecular formula: C5H10N5O2
Method: DFT, wB97M-V/def2-TZVPD

XYZ file:
```
22
C5H10N5O2 wB97M-V/def2-TZVPD
C -0.576 -0.217 1.721
C -0.071 -0.978 0.775
C 0.573 -1.915 2.714
C 0.444 2.672 -0.754
C -0.187 -1.484 -1.555
N -0.259 -0.866 2.912
N 0.623 -1.991 1.316
N -0.184 -0.665 -0.579
N -0.051 -0.945 -2.774
N -0.346 1.945 -1.396
O 1.108 -2.671 3.446
O 0.437 4.042 -0.761
H -1.210 0.581 1.887
H -0.031 -2.506 -1.276
H 1.226 2.281 -0.041
H 1.172 -2.607 0.900
H -0.248 0.436 -0.851
H -0.316 0.017 -2.841
H -0.445 -1.560 -3.554
H -0.953 2.479 -1.911
H -0.365 -0.349 3.844
H -0.341 4.302 -1.222
```

Values from the calculation:
net charge = +1

Which one is most stable, and which one is least stable? B is the most stable of them, while A is the least stable.

--- A ---
Molecular formula: C8H11NO4
Method: DFT, wB97M-V/def2-TZVPD

XYZ file:
```
24
C8H11NO4 wB97M-V/def2-TZVPD
C 0.116 2.480 0.023
C 0.382 -2.721 1.159
C 0.235 -2.065 -0.180
C -1.294 2.257 0.506
C -0.642 1.103 1.325
C 1.664 0.672 0.651
C -0.178 -0.751 -0.169
C -0.476 -0.273 -2.516
N 0.664 1.573 0.882
O 0.610 3.234 -0.772
O -0.873 -0.185 0.917
O 2.072 -0.040 1.523
O -0.231 0.150 -1.254
H 1.476 -2.669 1.463
H -0.086 -3.735 1.028
H 0.609 -2.577 -1.025
H -1.793 3.058 0.965
H -1.910 1.923 -0.269
H -0.720 1.016 2.362
H 2.155 0.826 -0.307
H -1.196 -1.195 -2.439
H 0.532 -0.594 -2.928
H -0.956 0.698 -2.925
H -0.163 -2.184 1.979
```

Values from the calculation:
net charge = 0

--- B ---
Molecular formula: C8H11NO4
Method: DFT, wB97M-V/def2-TZVPD

XYZ file:
```
24
C8H11NO4 wB97M-V/def2-TZVPD
C 2.471 2.350 0.211
C 1.117 1.940 -0.415
O 0.836 2.036 -1.576
N 0.267 1.556 0.547
C -1.107 1.168 0.284
O -1.608 1.225 -0.955
C -1.859 0.704 1.270
C -3.242 0.200 1.306
C -4.000 0.240 0.234
O -4.818 0.215 -0.575
H 2.947 1.546 0.875
H 3.126 2.717 -0.610
H 2.127 3.178 0.799
H 0.661 1.386 1.465
H -0.884 1.374 -1.547
H -1.377 0.613 2.180
H -3.522 -0.189 2.182
C -0.898 -1.963 -1.779
C 0.096 -1.393 -1.133
O 0.056 -1.254 0.255
H -1.576 -2.501 -1.146
H -1.161 -2.085 -2.810
H 1.026 -0.974 -1.660
H -0.714 -1.804 0.549
```

Values from the calculation:
net charge = 0

Which one is most stable, and which one is least stable? B is the most stable of them, while A is the least stable.

--- A ---
Molecular formula: C6H13N
Method: DFT, wB97M-V/def2-TZVPD

XYZ file:
```
20
C6H13N wB97M-V/def2-TZVPD
C -0.466 1.917 0.006
C -0.108 0.730 -0.834
C 1.003 -0.188 -0.215
C 0.408 -1.198 0.789
C -0.955 -1.724 0.242
C -1.099 -2.905 -0.403
N 0.857 2.501 0.367
H -1.003 1.811 0.918
H -0.929 2.552 -0.740
H -0.958 0.140 -1.359
H 0.574 1.203 -1.732
H 1.478 0.580 0.452
H 1.667 -0.611 -0.910
H 1.166 -2.110 0.962
H 0.171 -0.636 1.837
H -1.865 -1.212 0.593
H -2.047 -3.433 -0.646
H -0.056 -3.468 -0.556
H 1.032 2.702 1.384
H 1.129 3.348 -0.154
```

Values from the calculation:
net charge = +1
2S+1 = 2

--- B ---
Molecular formula: C6H13N
Method: DFT, wB97M-V/def2-TZVPD

XYZ file:
```
20
C6H13N wB97M-V/def2-TZVPD
C 2.027 0.652 -0.025
N 0.630 0.509 0.227
C -0.282 -0.487 -0.437
C -1.373 -0.754 0.655
C -2.758 -1.174 0.187
C -2.950 -1.811 -0.984
C 2.778 1.862 0.550
H 2.197 0.522 -1.130
H 2.603 -0.226 0.271
H 0.177 1.425 0.150
H -0.520 0.021 -1.374
H 0.397 -1.330 -0.524
H -0.873 -1.406 1.369
H -1.485 0.201 1.175
H -3.565 -0.684 0.717
H -3.826 -1.537 -1.556
H -2.055 -2.259 -1.412
H 2.057 2.573 0.970
H 3.435 1.520 1.356
H 3.388 2.384 -0.183
```

Values from the calculation:
net charge = +1
2S+1 = 2

Which one is most stable, and which one is least stable? B is the most stable of them, while A is the least stable.

--- A ---
Molecular formula: C2H6Cl2OSi
Method: DFT, wB97M-V/def2-TZVPD

XYZ file:
```
12
C2H6Cl2OSi wB97M-V/def2-TZVPD
C 0.498 -1.702 0.679
Si -0.750 -0.361 0.435
O -0.240 1.207 0.394
C 0.256 1.869 -0.869
Cl -1.124 2.600 -1.642
Cl 1.024 0.770 -1.832
H 0.911 -2.312 -0.143
H 1.429 -1.205 1.137
H 0.060 -2.505 1.284
H -1.291 -0.148 1.742
H -1.607 -0.815 -0.853
H 0.834 2.604 -0.331
```

Values from the calculation:
net charge = 0

--- B ---
Molecular formula: C2H6Cl2OSi
Method: DFT, wB97M-V/def2-TZVPD

XYZ file:
```
12
C2H6Cl2OSi wB97M-V/def2-TZVPD
C -1.462 -1.147 -0.326
O -0.483 -0.878 -1.344
Si 1.148 -0.586 -0.977
C 1.167 0.890 0.551
Cl 1.784 -0.332 -2.814
Cl 2.066 -2.238 -0.440
H -1.371 -2.261 0.012
H -2.514 -1.121 -0.769
H -1.356 -0.375 0.525
H 0.093 1.239 0.710
H 1.460 0.274 1.491
H 1.984 1.689 0.278
```

Values from the calculation:
net charge = 0

Which one is most stable, and which one is least stable? B is the most stable of them, while A is the least stable.